[1]
Density functional theory data (wB97M-V/def2-TZVPD) for a structure of composition C30H34ClN6OPRbS in a non-equilibrium geometry.

The value obtained for the HOMO-LUMO gap is 5.6 eV. As for the total charge: -1. The calculation puts the LUMO energy at 2.11 eV. The relative energy (zero: lowest compared OMol25 entry of this formula, charge and spin) comes out at 0.0 kcal per mole. The total energy comes out at -75952.844 eV.

Last column: Mulliken charge in e.
CARTESIAN COORDINATES (ANGSTROEM)
C 0.743 -4.317 1.265  -0.875
H 1.356 -6.234 2.946  0.354
C -3.190 0.965 1.540  -0.756
H -0.772 -0.247 -6.548  0.369
C -0.294 -3.167 3.376  0.093
S 3.634 -1.619 -0.494  -0.265
H -3.456 0.425 2.490  0.347
H -1.917 -2.818 0.882  0.045
N 2.766 -3.384 1.540  -0.422
C -0.269 -0.170 -3.173  0.433
C -0.657 0.140 -5.535  -0.666
C 4.488 1.775 -0.894  -0.588
H 4.472 1.265 -2.991  0.332
H -3.406 -1.872 -1.514  0.340
H 1.206 6.411 -1.699  0.402
Cl 0.139 -1.251 -1.871  0.123
H 5.578 1.852 -0.816  0.341
H -1.914 2.624 0.961  -0.099
H -0.959 0.472 2.724  0.240
C 0.682 4.355 -1.423  -0.423
C 1.693 1.561 -1.100  0.692
C -0.436 -0.706 -4.451  -0.666
N 4.687 -2.281 1.869  -0.452
C -0.932 6.151 -1.725  -0.610
H -2.045 -0.106 0.155  -0.045
H 5.502 -1.725 1.642  0.173
H 1.728 4.025 -1.369  0.241
H -0.626 3.139 -3.866  0.307
N -0.774 1.208 2.026  -0.248
C -0.613 2.051 -4.009  -0.387
H -0.115 1.857 2.476  0.174
H -0.887 2.198 -6.101  0.384
H -0.010 -4.735 0.575  0.389
H 4.675 -2.774 2.756  0.213
C -0.425 1.194 -2.915  -0.249
N -2.996 0.050 0.473  0.284
C 2.300 1.939 0.112  -0.360
H -4.070 -1.470 1.461  0.358
H 4.137 2.297 1.171  0.395
H -0.359 -1.787 -4.543  0.466
C 0.384 5.700 -1.633  -0.643
H -3.014 5.551 -1.753  0.385
H -4.069 1.605 1.290  0.282
C 0.032 -4.356 5.476  -0.365
C -2.030 1.933 1.801  -0.374
C 0.692 -5.411 4.809  -0.536
H -4.089 -3.050 -0.368  0.398
H -1.772 -3.450 -0.646  0.213
P -0.123 1.670 -1.179  1.372
C 3.668 -2.508 0.989  0.264
C -0.363 3.448 -1.320  -0.093
H -0.970 -2.471 5.333  0.345
C -3.872 -1.078 0.443  -0.574
C -0.422 -3.255 4.806  -0.764
C 2.499 1.340 -2.210  -0.252
H -1.131 7.224 -1.814  0.356
C 0.867 -5.396 3.437  -0.585
H -4.826 -0.690 0.027  0.281
H -2.315 2.524 2.684  0.507
C -1.974 5.219 -1.667  -0.583
H -2.504 3.135 -1.489  0.405
H 1.045 -6.265 5.390  0.312
Rb 0.810 -1.293 0.952  0.409
C -1.691 3.876 -1.491  -0.315
O -0.819 -2.167 2.775  -0.508
C 3.876 1.442 -2.094  -0.702
C 3.689 2.023 0.214  -0.490
H -0.107 -4.437 6.552  0.342
C 0.439 -4.286 2.689  1.101
N 1.819 -3.844 0.681  -0.347
H 2.042 1.113 -3.175  0.224
C -0.727 1.509 -5.282  -0.627
C -3.370 -2.209 -0.469  -0.916
N -2.007 -2.612 -0.132  -0.100
H 1.668 2.175 0.966  0.196

***

[2]
Density functional theory data (wB97M-V/def2-TZVPD) for a structure of composition CH27LiO13 in a non-equilibrium geometry.

The value obtained for the HOMO-LUMO gap is 7.4 eV. The calculation puts the LUMO energy at -1.08 eV. The relative energy (zero: lowest compared OMol25 entry of this formula, charge and spin) comes out at 20.9 kcal per mole. The total energy comes out at -28294.940 eV.

Last column: natural (NBO) charge in e.
CARTESIAN COORDINATES (ANGSTROEM)
H -59.411 -24.766 -5.317  0.495
H -59.998 -18.148 -6.816  0.500
H -61.150 -23.721 -10.671  0.470
O -63.577 -23.678 -6.952  -0.984
H -59.223 -22.099 -4.693  0.511
H -63.443 -18.631 -7.926  0.490
H -56.621 -20.620 -6.317  0.475
O -59.548 -21.509 -6.319  -0.973
H -59.861 -19.897 -5.770  0.499
H -57.572 -21.469 -7.133  0.490
H -58.537 -21.050 -11.090  0.490
H -63.522 -24.574 -7.216  0.463
H -62.799 -20.733 -8.561  0.535
O -56.675 -21.178 -7.041  -0.971
Li -58.010 -23.455 -10.232  0.953
H -64.092 -21.635 -9.331  0.495
O -62.160 -22.185 -5.283  -0.952
O -58.111 -24.439 -8.454  -0.932
H -58.487 -24.281 -7.782  0.469
H -63.304 -23.068 -7.782  0.504
O -62.785 -19.253 -7.658  -1.005
H -59.166 -21.558 -8.301  0.062
H -61.285 -21.904 -5.770  0.455
H -60.030 -20.185 -7.679  0.119
O -57.824 -21.553 -10.895  -0.992
H -61.017 -22.787 -9.597  0.511
H -62.356 -22.797 -5.887  0.463
O -59.897 -24.401 -6.201  -1.024
O -59.265 -22.062 -3.585  -0.989
H -59.607 -17.620 -8.171  0.460
H -61.805 -18.947 -7.566  0.533
O -60.384 -17.641 -7.538  -0.972
O -63.125 -21.636 -8.879  -1.043
C -59.886 -21.247 -7.508  -0.192
O -60.080 -19.004 -5.356  -0.991
H -58.543 -21.459 -3.335  0.454
O -60.498 -23.462 -10.113  -0.977
H -59.839 -23.387 -6.285  0.502
H -60.968 -19.353 -5.077  0.492
H -60.804 -21.885 -7.697  0.110
H -57.209 -20.914 -10.354  0.517
H -57.270 -24.761 -8.186  0.477

***

[3]
Density functional theory data (wB97M-V/def2-TZVPD) for a structure of composition C53H59N3OsP2Si.

The value obtained for the HOMO-LUMO gap (alpha / beta) is 6.8 / 6.0 eV. As for the multiplicity: 5. As for the total charge: +2. The calculation puts the LUMO energy (alpha / beta) at -4.82 / -6.44 eV. The total energy comes out at -89296.927 eV.

Last column: Löwdin spin population.
CARTESIAN COORDINATES (ANGSTROEM)
H 6.451 -1.019 0.510  0.000
C -0.229 -5.192 1.524  -0.002
C 1.772 -3.730 -1.092  0.004
C 3.628 1.384 3.286  0.002
C 0.973 -0.883 4.397  0.010
H 1.079 -1.948 -3.216  -0.001
H 0.694 -2.738 5.332  0.000
C 3.923 1.970 4.510  0.000
H 3.375 -0.267 -5.556  0.001
C 0.721 -3.265 3.324  0.025
C 3.182 4.220 -1.056  0.000
C 5.383 -1.166 0.615  0.001
H -2.717 -1.341 6.820  0.001
H 3.252 3.285 6.062  0.000
C 2.697 -1.550 1.494  0.030
H 5.562 -3.354 0.796  0.000
C -2.440 -1.811 3.482  0.015
C 0.182 -4.479 3.756  -0.002
H -2.783 -1.127 -1.394  0.000
C -1.261 1.167 -2.276  0.016
H 3.246 -3.712 1.482  0.000
H -1.863 4.416 -0.441  0.000
H 2.782 -2.507 -4.971  0.002
H 3.538 -2.247 -3.384  0.000
H 3.004 -3.700 4.551  0.000
C 2.769 0.917 -3.206  0.071
H 0.560 2.754 2.783  0.001
H 2.887 -1.256 2.537  0.012
C 3.063 -0.369 0.589  0.020
H 1.105 -0.718 -4.485  0.022
C 4.877 -2.519 0.878  0.000
C 0.905 3.734 -1.682  0.000
H 2.687 -0.610 -0.417  0.005
N 1.957 -0.145 -2.666  0.730
C 2.732 -2.668 4.778  0.002
C -2.494 -0.478 3.064  0.030
H -4.861 1.324 2.003  0.000
C 0.375 -3.921 -0.506  0.003
P -2.400 -0.150 1.286  0.121
H 4.064 4.841 -1.141  0.000
H -4.011 5.213 0.439  0.000
H -2.337 -2.611 2.755  0.001
H 1.723 -3.875 -2.176  0.000
H -1.394 2.113 -2.810  0.001
Si -0.646 1.543 -0.534  0.061
H -0.251 -1.911 -1.111  0.018
H 4.344 0.707 2.838  0.000
C -0.611 -2.948 -1.145  0.028
C -2.660 0.226 5.360  0.000
C -4.572 3.315 1.267  0.002
H -6.603 -2.763 1.266  0.000
H 2.970 1.661 -2.434  -0.001
H -2.624 1.577 3.694  0.000
C -2.106 2.403 0.294  0.014
H 2.222 1.428 -4.013  0.022
H -2.507 -3.154 5.145  0.000
H -0.582 0.540 -2.857  0.003
H 4.024 2.968 0.465  0.000
C -2.531 -2.119 4.828  0.000
C 4.101 0.382 -3.718  0.032
C 4.546 -0.134 0.494  0.003
C -4.755 -1.684 1.303  0.006
C -2.504 3.728 0.100  0.002
C -5.770 -2.398 0.680  0.001
H -4.810 -1.498 2.368  0.000
H -4.604 -2.361 -2.497  0.000
C 3.163 3.160 -0.165  0.001
H 4.913 0.860 0.264  0.000
C 0.760 -3.031 1.933  0.050
C 1.251 -2.382 4.462  0.002
C -2.644 -1.100 5.768  0.013
H 0.145 -4.670 4.822  0.000
H 4.864 1.749 4.997  0.000
C 2.052 4.503 -1.820  0.000
C -4.648 -2.170 -1.433  0.000
C 2.017 2.369 -0.061  0.004
H 4.711 1.159 -4.173  0.002
H -2.741 1.018 6.092  0.000
N 3.842 -0.686 -4.749  0.001
C 3.612 -2.720 1.245  0.003
C 1.509 2.538 3.264  0.003
C 2.420 1.668 2.658  0.003
H -2.238 0.687 -2.251  0.000
H 2.919 -2.500 5.839  0.000
H 2.164 -2.731 -0.890  0.002
C -3.718 4.182 0.592  0.002
H -6.516 -3.192 -1.165  0.000
C -3.631 -1.463 -0.814  0.005
C 3.018 2.833 5.108  0.001
P 1.912 0.967 1.078  0.042
H -5.526 3.670 1.634  0.000
H 4.662 -0.097 -2.915  0.000
H 0.055 -4.914 -0.831  0.000
H 0.030 3.988 -2.271  0.000
C 0.306 -4.009 1.020  0.029
C -2.591 0.541 4.008  0.013
H 4.722 -1.073 -5.092  0.001
H -0.085 -0.664 4.511  0.000
H 2.481 -4.460 -0.701  0.000
C 2.970 -1.777 -4.186  0.033
H -1.584 -2.984 -0.657  0.003
C -0.302 -5.431 2.884  0.020
N 1.247 -1.800 1.381  0.325
H 1.102 3.792 4.949  0.000
H 1.509 -0.370 5.199  0.001
C 0.862 2.656 -0.793  0.000
Os -0.032 -0.331 0.905  2.011
C 1.809 3.119 4.483  0.000
C -2.960 1.557 1.009  0.005
H 1.304 -0.440 3.464  0.007
H -0.585 -5.944 0.830  0.000
C -4.198 1.999 1.474  0.000
C -5.720 -2.637 -0.684  0.004
H -0.716 -6.358 3.257  0.001
H -0.764 -3.202 -2.199  0.001
H 2.062 5.342 -2.505  0.000
C 1.683 -1.156 -3.657  0.071
H 3.414 -2.011 4.235  0.001
C -3.679 -1.211 0.556  0.024

***

[4]
Density functional theory data (wB97M-V/def2-TZVPD) for a structure of composition C24H33As3F6OPd.

The value obtained for the HOMO-LUMO gap is 7.2 eV. The calculation puts the LUMO energy at -0.04 eV. The relative energy (zero: lowest compared OMol25 entry of this formula, charge and spin) comes out at 0.0 kcal per mole. The total energy comes out at -229769.881 eV.

Last column: natural (NBO) charge in e.
CARTESIAN COORDINATES (ANGSTROEM)
C 3.909 -0.534 -0.087  -0.149
C -2.303 -0.056 1.067  -0.725
Pd 1.136 0.528 -0.342  0.438
H -0.330 1.345 3.154  0.245
H -1.571 0.271 -4.070  0.226
H -4.632 0.869 0.215  0.225
F 4.000 1.301 3.434  -0.319
H 4.304 0.410 0.263  0.232
C -2.444 -1.518 -1.004  -0.622
C 4.237 -1.701 0.584  -0.285
C 4.085 4.424 0.794  0.275
H -5.945 -2.200 -1.962  0.225
F 4.013 -4.033 0.781  -0.326
H -3.746 -2.902 1.340  0.209
H 3.190 1.591 -1.645  0.224
C -0.656 -0.009 -3.548  -0.962
H -1.359 -1.587 -1.124  0.210
H -2.837 -0.717 1.747  0.226
H 0.815 0.054 3.489  0.261
F 2.231 3.553 -0.340  -0.322
C 3.711 -2.893 0.127  0.402
C -0.443 2.815 -2.594  -0.952
H -2.755 -2.365 -0.394  0.215
H -6.489 -3.429 -0.822  0.231
H -2.899 -1.631 -1.991  0.215
H -4.757 -3.242 -1.150  0.214
F 5.870 3.223 3.682  -0.298
C -4.681 -2.496 1.725  -0.962
C -0.198 0.265 3.154  -0.939
C -0.332 -2.301 1.636  -0.952
As -0.391 -0.377 1.339  1.036
H -0.934 -0.213 3.801  0.216
H -4.777 0.060 -1.323  0.220
As -0.527 1.008 -1.895  1.102
H -1.303 3.026 -3.231  0.222
H 1.908 -1.824 -2.500  0.211
H 0.477 2.929 -3.165  0.245
C -5.698 -2.709 -1.031  -0.956
H -0.664 -1.077 -3.345  0.237
H -5.342 -3.326 1.976  0.235
C -2.371 0.991 -1.232  -0.717
C 3.060 -0.550 -1.205  -0.133
As -5.673 -1.396 0.432  0.888
H -0.353 -2.839 0.691  0.234
H 2.494 -3.922 -1.297  0.230
O 2.144 1.406 1.438  -0.833
H -4.490 -1.934 2.638  0.227
F 4.104 5.451 -0.067  -0.300
H 0.199 0.227 -4.180  0.239
H -2.998 1.078 -2.124  0.221
H 2.247 0.597 -2.834  0.191
C 4.007 2.323 2.558  0.274
H -0.416 3.507 -1.754  0.250
C 5.016 4.370 1.813  0.218
H 0.597 -2.541 2.152  0.246
C -4.391 -0.063 -0.305  -0.714
C 2.552 -1.789 -1.629  -0.180
H -2.478 0.965 1.417  0.229
C -2.854 -0.194 -0.364  -0.074
C 2.876 -2.964 -0.973  -0.301
H -2.483 1.924 -0.673  0.233
C 2.564 0.717 -1.801  -0.543
C 4.968 3.302 2.696  0.263
H 4.876 -1.689 1.456  0.239
C 3.128 3.435 0.661  0.223
H -1.176 -2.606 2.256  0.221
F 5.948 5.326 1.945  -0.299
C 3.032 2.336 1.536  0.239

***

[5]
Density functional theory data (wB97M-V/def2-TZVPD) for a structure of composition C5H12O5RbS in a non-equilibrium geometry.

The value obtained for the HOMO-LUMO gap is 2.0 eV. As for the total charge: -1. The calculation puts the LUMO energy at 1.00 eV. The relative energy (zero: lowest compared OMol25 entry of this formula, charge and spin) comes out at 67.3 kcal per mole. The total energy comes out at -27101.027 eV.

Last column: natural (NBO) charge in e.
CARTESIAN COORDINATES (ANGSTROEM)
H 2.625 -0.302 6.937  0.085
Rb 0.015 -0.625 1.816  0.490
H -0.997 2.378 -4.920  0.245
C 0.808 -1.222 7.742  -0.073
H 1.341 -1.383 -4.679  0.230
O -1.587 0.994 -1.651  -0.912
C 0.488 -0.722 -4.828  -0.641
H -0.922 3.365 -3.409  0.248
H -0.139 -1.084 -5.642  0.214
H -0.230 -0.661 -2.695  0.205
O 1.914 -1.428 5.384  -0.835
H 0.565 -0.358 8.360  0.092
H 0.791 0.265 -5.178  0.207
O -1.709 -0.018 -4.005  -0.706
O -3.216 1.990 -3.436  -0.883
S -1.943 1.310 -3.062  2.275
C -0.549 -0.837 -3.722  -0.089
H 1.213 0.244 6.244  0.078
H -0.787 -1.899 -3.785  0.197
O 1.125 -2.423 8.417  -0.829
H -0.155 -1.394 7.261  0.088
C -0.693 2.406 -3.873  -0.845
C 1.698 -0.693 6.517  -0.079
H 0.349 2.097 -3.791  0.239